1.
{
  "formula": "CH3ClN2S",
  "method": "the ωB97M-V functional and the def2-TZVPD basis",
  "symbols": ["N", "N", "C", "S", "Cl", "H", "H", "H"],
  "xyz": [[-0.0403, 0.4612, -0.0061], [-0.2447, -0.8770, -0.3730], [-0.8161, -1.8359, 0.6617], [-0.7624, -3.4337, 0.2119], [-1.7202, -1.1485, 1.8739], [0.2446, 1.0782, -0.7774], [-0.7539, 0.7349, 0.7393], [0.5433, -1.3120, -0.9418]],
  "lowdin_charge": [-0.07, -0.19, -1.29, 0.55, 0.71, 0.09, 0.06, 0.13],
  "molar_mass_g_mol": 110.6,
  "smiles": "NNC(=S)Cl",
  "orbital_gap_ha": 0.294,
  "fmax_ev_per_a": 6.15,
  "e_above_lowest_kcal_mol": 42.7,
  "lumo_ev": -0.074,
  "homo_energy_ha": -0.2963,
  "energy_ha": -1007.714203
}

---

2.
{
  "formula": "C7H12N2",
  "method": "the ωB97M-V functional and the def2-TZVPD basis",
  "symbols": ["H", "N", "C", "N", "C", "C", "H", "H", "H", "H", "H", "C", "C", "C", "C", "H", "H", "H", "H", "H", "H"],
  "xyz": [[-0.8275, -2.9734, -1.6737], [-1.2867, -2.0790, -1.5259], [-0.8468, -1.4462, -0.5016], [-1.4491, -0.2804, -0.1377], [0.2255, -1.8937, 0.4203], [1.0957, -2.8590, 0.1546], [-2.1726, -0.0016, -0.7847], [-1.1147, 0.5298, 0.7558], [0.2888, -1.3456, 1.3518], [1.0674, -3.4183, -0.7692], [1.8755, -3.1258, 0.8514], [1.7049, 0.8890, -0.4594], [0.5474, 1.5601, -0.4302], [-0.0700, 1.9840, 0.8378], [-1.0313, 2.9581, 0.8182], [2.2821, 0.7165, 0.4384], [2.1130, 0.4907, -1.3742], [-0.0192, 1.7278, -1.3342], [0.6564, 2.0774, 1.6484], [-1.7379, 2.9876, 0.0045], [-1.3010, 3.5022, 1.7096]],
  "lowdin_charge": [0.02, 0.10, -0.56, 0.06, -0.13, 0.02, 0.08, 0.18, 0.09, 0.06, 0.05, 0.00, -0.23, -0.25, 0.05, 0.06, 0.06, 0.11, 0.11, 0.07, 0.06],
  "molar_mass_g_mol": 124.2,
  "smiles": "[H]/N=C(/N)C=C.C=CC=C",
  "orbital_gap_ha": 0.312,
  "fmax_ev_per_a": 5.51,
  "e_above_lowest_kcal_mol": 76.4,
  "lumo_ev": 0.113,
  "homo_energy_ha": -0.3076,
  "energy_ha": -383.301470
}

---

3.
{
  "formula": "C41H92BFN4O13P",
  "method": "the ωB97M-V functional and the def2-TZVPD basis",
  "symbols": ["C", "C", "P", "C", "C", "C", "C", "O", "O", "C", "C", "C", "C", "F", "B", "N", "O", "C", "C", "O", "C", "C", "C", "C", "C", "C", "N", "C", "N", "C", "C", "C", "O", "C", "C", "C", "N", "H", "H", "H", "H", "H", "H", "H", "H", "H", "H", "H", "H", "H", "H", "H", "H", "H", "H", "H", "H", "H", "H", "H", "H", "H", "H", "H", "H", "H", "H", "H", "H", "H", "H", "H", "H", "H", "H", "H", "H", "H", "H", "H", "H", "C", "C", "O", "H", "H", "H", "H", "H", "H", "C", "C", "O", "H", "H", "H", "H", "H", "H", "C", "C", "O", "H", "H", "H", "H", "H", "H", "C", "C", "O", "H", "H", "H", "H", "H", "H", "C", "C", "O", "H", "H", "H", "H", "H", "H", "C", "C", "O", "H", "H", "H", "H", "H", "H", "C", "C", "O", "H", "H", "H", "H", "H", "H", "C", "C", "O", "H", "H", "H", "H", "H", "H"],
  "xyz": [[-1.1934, 4.4993, -0.0873], [0.1114, 3.9093, 0.4866], [1.6698, 4.9057, 0.1090], [1.1366, 6.3594, -0.9311], [2.9116, 3.8188, -0.8218], [3.5498, 3.0232, 0.4150], [4.3208, 4.0517, 1.2688], [5.4707, 3.5589, 1.9581], [5.3006, 3.7058, 3.3538], [4.2497, 1.6807, 0.0612], [4.7460, 0.8787, 1.3224], [5.0630, -0.6026, 1.1219], [4.0516, -1.6029, 1.6724], [6.2700, -0.8544, 1.7992], [5.6411, 1.9963, -0.7035], [5.9510, 3.3362, -1.2333], [6.6000, 0.9982, -0.9324], [3.2245, 0.9103, -0.7969], [1.8951, 0.4242, -0.1512], [1.8220, 0.4528, 1.2659], [0.6423, -0.1584, 1.6863], [0.5777, -1.5123, 1.9140], [-0.5759, -2.1164, 2.3403], [-1.7160, -1.3737, 2.5597], [-1.6594, -0.0264, 2.3044], [-0.5021, 0.5723, 1.8804], [2.8899, 1.5251, -2.1233], [3.7505, 1.0398, -3.2397], [3.0217, 0.8781, -4.4984], [2.5266, 3.0115, -2.0996], [3.2240, 3.7878, -3.2675], [2.7983, 5.2432, -3.4245], [3.5982, 6.1554, -3.3239], [1.0055, 3.1389, -2.4535], [0.5621, 2.7271, -3.8532], [-0.1048, 1.3451, -3.9970], [0.6592, 3.4706, -4.8753], [-1.4487, 5.4238, 0.4314], [-1.1505, 4.6007, -1.1726], [-2.0016, 3.7935, 0.1461], [0.0377, 4.0003, 1.5775], [0.2550, 2.8457, 0.2877], [0.7221, 7.0598, -0.1960], [0.3315, 6.1474, -1.6393], [1.9963, 6.8661, -1.3714], [3.7101, 4.5222, -1.0774], [2.6712, 2.7300, 1.0157], [3.6587, 4.4343, 2.0471], [4.6360, 4.9565, 0.7318], [5.2736, 2.7918, 3.6785], [4.0376, 1.0666, 2.1369], [5.6895, 1.3290, 1.6423], [5.2772, -0.8774, 0.0829], [3.3644, -1.8519, 0.8492], [3.4182, -1.1401, 2.4308], [4.4982, -2.5425, 1.9959], [6.5347, 3.8344, -0.5602], [6.5203, 3.1595, -2.0596], [6.4022, 0.4777, -1.7196], [3.7485, -0.0213, -1.0382], [1.0001, 0.9457, -0.5382], [1.7182, -0.6230, -0.4545], [1.4420, -2.1464, 1.7563], [-0.5628, -3.1902, 2.4953], [-2.5964, -1.8957, 2.9163], [-2.5620, 0.5587, 2.4540], [-0.5418, 1.6429, 1.7070], [1.9947, 1.0687, -2.3409], [4.1276, 0.0218, -3.0452], [4.6794, 1.5991, -3.3695], [2.5634, -0.0250, -4.4513], [3.7377, 0.7538, -5.2071], [3.0924, 3.3337, -4.2547], [4.3002, 3.8023, -3.0611], [1.7438, 5.5057, -3.6385], [0.6549, 4.1616, -2.3192], [0.3940, 2.5331, -1.7742], [-0.2561, 0.8690, -3.0180], [-1.1086, 1.5089, -4.4008], [0.4255, 0.7054, -4.6961], [0.2625, 2.9770, -5.6773], [0.7357, -0.1621, 6.1593], [-0.2566, 0.9846, 6.2097], [0.0806, 1.9787, 5.2338], [1.7489, 0.2017, 6.3422], [0.4936, -0.9208, 6.9035], [0.7340, -0.6294, 5.1688], [-0.2405, 1.4630, 7.1877], [-1.2646, 0.6291, 6.0193], [0.0542, 1.5483, 4.3762], [-1.4500, -3.7287, -4.9827], [-0.5347, -2.6158, -4.5109], [-1.2031, -1.3549, -4.5785], [-1.7718, -3.5410, -6.0069], [-0.9514, -4.6986, -4.9378], [-2.3472, -3.7729, -4.3638], [0.3508, -2.5579, -5.1455], [-0.2082, -2.7855, -3.4777], [-1.9731, -1.4154, -4.0042], [-1.5827, 1.4258, -9.4714], [-1.5448, 2.0997, -8.1141], [-1.2349, 1.1550, -7.0823], [-2.3244, 0.6261, -9.4787], [-1.8289, 2.1412, -10.2567], [-0.6163, 0.9715, -9.7044], [-2.5143, 2.5336, -7.8747], [-0.7964, 2.8991, -8.1010], [-0.3741, 0.7762, -7.2866], [-4.3533, -1.1810, 8.4383], [-3.1038, -1.5950, 7.6881], [-2.1284, -0.5480, 7.6881], [-4.7868, -0.2849, 7.9891], [-5.0933, -1.9749, 8.4283], [-4.1172, -0.9378, 9.4772], [-3.3388, -1.8175, 6.6470], [-2.6629, -2.4882, 8.1416], [-1.9106, -0.3571, 8.6061], [-7.5014, -4.3375, 10.6078], [-6.2426, -4.7327, 9.8615], [-5.2868, -3.6697, 9.8796], [-7.9433, -3.4456, 10.1621], [-8.2370, -5.1423, 10.5869], [-7.2732, -4.0982, 11.6497], [-6.4718, -4.9500, 8.8196], [-5.7908, -5.6246, 10.3094], [-5.0776, -3.4835, 10.8004], [-7.9650, -8.1875, 6.0190], [-7.9533, -6.8241, 6.6845], [-8.2561, -6.9292, 8.0733], [-8.9396, -8.6611, 6.1403], [-7.7436, -8.1060, 4.9535], [-7.2259, -8.8481, 6.4789], [-8.7048, -6.1744, 6.2382], [-6.9726, -6.3481, 6.5692], [-7.5885, -7.4944, 8.4747], [-5.4156, -1.2353, -5.8400], [-4.2135, -2.1503, -5.9863], [-3.3205, -1.6651, -6.9839], [-5.9481, -1.1533, -6.7876], [-6.1047, -1.6093, -5.0807], [-5.1005, -0.2269, -5.5592], [-4.5280, -3.1497, -6.2860], [-3.6720, -2.2280, -5.0408], [-3.0233, -0.7858, -6.7203], [4.9428, -2.7181, -6.9323], [4.1225, -2.3584, -5.7103], [3.1800, -1.3191, -6.0105], [5.4787, -1.8438, -7.3036], [5.6655, -3.5009, -6.7013], [4.2970, -3.0675, -7.7405], [4.7681, -1.9903, -4.9110], [3.5787, -3.2319, -5.3393], [2.6023, -1.6461, -6.7090]],
  "lowdin_charge": [-0.14, -0.40, 1.06, -0.27, -0.30, -0.24, -0.19, -0.17, 0.01, -0.20, -0.05, -0.34, -0.02, -0.02, -0.53, 0.19, 0.14, -0.13, -0.10, -0.07, -0.28, -0.02, -0.07, -0.07, -0.07, -0.03, 0.06, -0.17, 0.06, -0.27, -0.10, -0.24, 0.06, -0.10, -0.38, -0.05, 0.18, 0.08, 0.05, 0.07, 0.07, 0.03, 0.04, 0.03, 0.04, 0.09, 0.12, 0.11, 0.13, 0.10, 0.13, 0.12, 0.13, 0.07, 0.08, 0.10, 0.11, 0.09, 0.10, 0.13, 0.12, 0.14, 0.10, 0.12, 0.11, 0.12, 0.10, 0.15, 0.14, 0.14, 0.06, 0.09, 0.11, 0.10, 0.12, 0.08, 0.09, 0.07, 0.09, 0.05, 0.05, -0.08, -0.32, -0.09, 0.07, 0.07, 0.06, 0.11, 0.09, 0.04, -0.08, -0.30, -0.10, 0.07, 0.08, 0.07, 0.10, 0.11, 0.08, -0.08, -0.31, -0.10, 0.08, 0.08, 0.07, 0.12, 0.11, 0.08, -0.09, -0.30, -0.11, 0.08, 0.05, 0.08, 0.11, 0.11, 0.09, -0.08, -0.31, -0.11, 0.08, 0.07, 0.07, 0.10, 0.11, 0.09, -0.09, -0.33, -0.09, 0.08, 0.07, 0.07, 0.11, 0.10, 0.08, -0.08, -0.33, -0.09, 0.08, 0.08, 0.07, 0.12, 0.07, 0.06, -0.08, -0.30, -0.12, 0.08, 0.08, 0.08, 0.11, 0.11, 0.09],
  "molar_mass_g_mol": 910.0,
  "orbital_gap_ha": 0.292,
  "fmax_ev_per_a": 3.18,
  "lumo_ev": -2.504,
  "total_charge": 1,
  "homo_energy_ha": -0.3836,
  "energy_ha": -3280.152907
}

---

4.
{
  "formula": "C48H62N8OPtSSi5",
  "method": "the ωB97M-V functional and the def2-TZVPD basis",
  "symbols": ["Pt", "C", "O", "C", "C", "C", "C", "C", "C", "C", "N", "C", "C", "N", "C", "C", "C", "C", "N", "C", "C", "N", "C", "C", "C", "C", "H", "H", "H", "H", "H", "H", "H", "H", "H", "H", "H", "H", "H", "H", "C", "Si", "C", "C", "C", "C", "C", "C", "N", "C", "S", "H", "H", "H", "H", "H", "H", "H", "H", "H", "H", "H", "H", "C", "Si", "C", "C", "Si", "Si", "C", "C", "C", "Si", "C", "C", "C", "H", "H", "H", "H", "H", "H", "H", "H", "H", "H", "H", "H", "H", "H", "H", "H", "H", "H", "H", "H", "H", "H", "H", "H", "H", "H", "H", "C", "C", "N", "C", "C", "C", "C", "C", "C", "C", "C", "N", "C", "N", "H", "H", "H", "H", "H", "H", "H", "H", "H"],
  "xyz": [[0.0369, -0.0775, -1.4842], [2.3647, -5.0387, 11.4949], [2.1028, -5.6715, 10.2432], [1.9237, -4.9112, 9.1619], [2.0338, -3.5172, 9.1511], [1.8412, -2.8321, 7.9684], [1.5405, -3.5067, 6.7842], [1.4284, -4.9077, 6.8104], [1.6131, -5.5979, 7.9785], [1.3497, -2.8200, 5.5319], [1.1782, -3.4174, 4.3670], [1.0165, -2.4197, 3.4556], [1.1030, -1.1348, 4.1044], [1.3171, -1.4424, 5.4256], [1.1006, 0.0436, 3.4383], [1.4505, 1.3067, 4.0618], [1.3376, 2.4329, 3.3652], [0.8011, 2.3898, 1.9882], [1.0063, 1.1139, 1.3103], [0.9076, 0.0013, 1.9913], [0.6531, -1.3363, 1.3209], [0.2354, -1.4244, 0.0833], [-0.3370, -2.7522, -0.2986], [0.5006, -3.9010, 0.1799], [0.9870, -3.7934, 1.4088], [0.8366, -2.5296, 2.1035], [2.3951, -5.8380, 12.2272], [1.5687, -4.3382, 11.7507], [3.3270, -4.5248, 11.4756], [2.2722, -2.9720, 10.0514], [1.9451, -1.7538, 7.9848], [1.1912, -5.4261, 5.8921], [1.5241, -6.6747, 8.0187], [1.4304, -0.7962, 6.1853], [1.8178, 1.3073, 5.0795], [1.5739, 3.3990, 3.7930], [1.2270, 3.1711, 1.3640], [-1.3221, -2.8089, 0.1904], [0.6342, -4.7814, -0.4332], [1.5307, -4.5861, 1.9047], [-2.3349, 3.2859, -5.3293], [-0.9887, 2.4666, -6.3345], [-1.4166, 2.5807, -8.1423], [0.6703, 3.2607, -6.0016], [-0.8115, 0.6180, -5.8984], [-0.9429, -0.3330, -6.9059], [-0.7060, -1.6800, -6.6644], [-0.3064, -2.0469, -5.3956], [-0.1743, -1.1797, -4.3904], [-0.4430, 0.1107, -4.6330], [-0.3152, 1.2347, -3.2782], [-2.3474, 4.3588, -5.5372], [-2.1824, 3.1520, -4.2587], [-3.3187, 2.8893, -5.5940], [-1.5398, 3.6302, -8.4185], [-2.3539, 2.0716, -8.3772], [-0.6337, 2.1666, -8.7804], [0.7274, 4.2437, -6.4756], [1.4822, 2.6512, -6.4038], [0.8414, 3.3902, -4.9323], [-1.2294, -0.0185, -7.9022], [-0.8045, -2.4198, -7.4467], [-0.0642, -3.0816, -5.1718], [-1.1184, 4.6928, 2.3175], [-1.1267, 2.8485, 2.1057], [-1.8333, 1.9419, 3.5660], [-1.9696, 2.3197, 0.5354], [1.6876, 1.1640, -0.4695], [3.8998, 0.3744, -0.0207], [3.8350, -1.1026, 1.1331], [4.8444, 1.7265, 0.8624], [4.6896, -0.1275, -1.6352], [1.8849, 3.4407, -1.3389], [2.8288, 2.9632, -2.8814], [2.9309, 4.5371, -0.2325], [0.2473, 4.2943, -1.6219], [-2.1419, 5.0748, 2.3301], [-0.5947, 5.1856, 1.4970], [-0.6484, 5.0025, 3.2532], [-2.8867, 2.2091, 3.6797], [-1.3249, 2.1987, 4.4952], [-1.7833, 0.8574, 3.4391], [-3.0438, 2.2259, 0.7215], [-1.6089, 1.3559, 0.1668], [-1.8362, 3.0535, -0.2592], [3.4454, -0.8331, 2.1185], [4.8507, -1.4787, 1.2812], [3.2341, -1.9240, 0.7379], [4.2017, 2.3442, 1.4921], [5.3747, 2.3806, 0.1699], [5.5922, 1.2649, 1.5126], [4.0213, -0.7488, -2.2342], [5.5933, -0.7091, -1.4339], [4.9835, 0.7294, -2.2408], [3.8392, 2.6457, -2.6186], [2.9216, 3.8037, -3.5751], [2.3357, 2.1516, -3.4174], [3.9609, 4.1946, -0.1712], [2.5423, 4.6273, 0.7830], [2.9526, 5.5509, -0.6446], [-0.5271, 3.6280, -1.9957], [0.3772, 5.0886, -2.3634], [-0.1073, 4.7635, -0.7024], [-1.2918, -4.0243, -2.2541], [-0.6057, -2.7890, -1.8317], [-1.3215, -1.5752, -2.1290], [-2.5489, -1.5663, -2.5038], [-3.2898, -2.7781, -2.7653], [-2.5672, -4.0060, -2.6899], [-4.6725, -2.8571, -3.1012], [-5.7006, -1.9640, -3.1745], [-5.8470, -0.5133, -3.0275], [-7.1373, -0.0035, -2.9543], [-7.2703, 1.3745, -2.8384], [-6.2181, 2.1808, -2.8133], [-5.0225, 1.5970, -2.8971], [-4.7853, 0.2988, -2.9966], [-0.7366, -4.9532, -2.2201], [0.3724, -2.7180, -2.3249], [-3.0282, -0.6102, -2.6709], [-3.0566, -4.9204, -3.0002], [-4.9872, -3.8779, -3.2907], [-6.6556, -2.4362, -3.3822], [-8.0038, -0.6500, -2.9770], [-8.2448, 1.8431, -2.7708], [-4.1563, 2.2477, -2.8859]],
  "lowdin_charge": [0.66, -0.04, -0.05, -0.26, 0.01, -0.01, -0.16, 0.00, 0.03, -0.22, 0.20, -0.15, -0.12, 0.19, -0.09, -0.02, -0.06, -0.32, -0.10, -0.12, -0.16, -0.04, -0.24, -0.02, -0.01, -0.11, 0.10, 0.10, 0.10, 0.11, 0.11, 0.12, 0.13, 0.15, 0.12, 0.13, 0.06, 0.17, 0.11, 0.13, -0.18, 0.51, -0.18, -0.17, -0.23, -0.07, -0.05, -0.15, 0.01, -0.66, 0.58, 0.04, -0.02, 0.03, 0.04, 0.04, 0.04, 0.04, 0.05, -0.01, 0.10, 0.11, 0.11, -0.15, 0.58, -0.15, -0.16, 0.45, 0.43, -0.19, -0.20, -0.20, 0.41, -0.23, -0.20, -0.21, 0.05, 0.03, 0.04, 0.05, 0.04, 0.04, 0.04, -0.01, 0.02, 0.03, 0.05, 0.03, 0.02, 0.03, 0.04, 0.03, 0.04, 0.02, 0.02, 0.04, -0.01, 0.02, 0.02, 0.05, -0.03, 0.05, 0.01, 0.06, -0.29, -0.06, -0.03, -0.07, 0.02, 0.00, 0.08, -0.25, 0.03, -0.08, 0.12, -0.16, 0.12, 0.14, 0.16, 0.09, 0.13, 0.12, 0.13, 0.12, 0.12, 0.11],
  "molar_mass_g_mol": 1134.7,
  "orbital_gap_ha": [0.123, 0.134],
  "fmax_ev_per_a": 1.35,
  "e_above_lowest_kcal_mol": 89.9,
  "lumo_ev": [-7.979, -7.813],
  "total_charge": 2,
  "homo_energy_ha": [-0.4160, -0.4215],
  "energy_ha": -4344.169151
}